Entry 1:
A structure of composition C4H3CsO4. Source: the OMol25 dataset; level of theory: ωB97M-V/def2-TZVPD.

Atoms and positions in Å:
Cs -3.361 2.580 -1.685
O 0.357 0.318 0.386
O -5.302 -0.083 0.065
O 2.529 0.480 -0.362
O 1.075 2.086 -1.081
C -5.870 -0.949 0.522
C 1.506 1.225 -0.429
C 0.896 -0.770 0.644
C 2.331 -0.786 0.301
H 2.580 -1.604 -0.393
H 0.291 -1.666 0.832
H 2.968 -0.831 1.199

Its charge is +2. For the frontier orbital gap, the calculation gives 9.2 eV. The HOMO energy is -18.3 eV.

Here are the Mulliken charges for atoms 1 to 4, given in e: Cs 0.997; O -0.242; O -0.140; O -0.196

=====

Entry 2:
The molecule C26H34N2O5S. Source: the OMol25 dataset; level of theory: ωB97M-V/def2-TZVPD.

Atoms and positions in Å:
S -2.289 -0.417 -3.100
O 0.010 -1.297 0.445
O 5.017 -0.872 -2.121
O 0.166 2.636 2.316
O -4.105 1.146 0.819
O 2.749 -1.017 -3.363
N 0.723 0.445 2.440
N -0.827 0.721 -0.137
C 1.647 0.777 -0.330
C 0.433 1.573 1.787
C 3.957 -0.307 -1.479
C 0.406 1.414 0.251
C -1.988 1.567 -0.310
C 6.275 -0.823 -1.496
C -2.808 1.713 0.991
C -2.122 -1.631 -1.867
C 2.008 -0.341 4.373
C -4.359 3.064 2.171
C -0.915 -0.620 0.023
C 0.712 0.323 3.880
C 4.009 0.327 -0.251
C -2.209 -1.303 -0.415
C -2.040 -1.583 -4.343
C -5.093 2.044 1.301
C -0.433 -0.608 4.344
C 2.719 -0.387 -2.156
C 1.592 0.169 -1.583
C -1.833 -2.822 -3.837
C 2.862 0.864 0.321
C 0.235 -1.736 5.135
C 1.531 -1.226 -4.031
C -3.021 3.159 1.445
C -1.875 -2.848 -2.424
C 1.638 -1.812 4.542
H -2.299 1.150 1.788
H 0.646 0.127 -2.099
H -0.933 -1.015 3.464
H 2.935 1.360 1.276
H 6.959 -1.330 -2.174
H 6.612 0.209 -1.347
H 2.337 -2.349 5.181
H -1.658 -3.692 -4.444
H 2.296 0.083 5.335
H 1.063 -0.281 -4.329
H 6.268 -1.344 -0.533
H 1.606 -2.304 3.569
H -1.641 2.547 -0.641
H 0.830 -1.800 -3.417
H 4.941 0.410 0.283
H 2.824 -0.187 3.668
H 0.599 1.338 4.269
H -0.309 -2.675 5.051
H -5.579 2.537 0.448
H -4.218 2.670 3.178
H -4.886 4.013 2.229
H 0.297 -1.468 6.191
H -3.086 -0.701 -0.181
H 1.780 -1.798 -4.924
H -5.842 1.465 1.847
H 0.855 -0.401 1.893
H -1.174 -0.074 4.936
H -1.731 -3.740 -1.842
H -2.199 3.501 2.069
H -2.641 1.171 -1.090
H -2.062 -1.268 -5.367
H 0.333 2.431 -0.154
H -2.265 -2.242 0.140
H -3.113 3.814 0.577

Its charge is 0. Its SMILES is COc1ccc([C@H](C(=O)NC2CCCC2)N(C[C@H]2CCCO2)C(=O)Cc2cccs2)cc1OC. For the frontier orbital gap, the calculation gives 8.4 eV. The HOMO energy is -7.8 eV.

Here are the Mulliken charges for atoms 1 to 4, given in e: S -0.129; O -0.758; O -0.455; O -0.741

=====

Entry 3:
The molecule CH2ClPS. Source: the OMol25 dataset; level of theory: ωB97M-V/def2-TZVPD.

Atoms and positions in Å:
Cl 2.991 0.366 -0.513
S 0.345 2.045 -0.256
P 1.911 -0.377 0.991
C 0.290 0.509 0.747
H -0.161 -0.386 0.348
H -0.233 0.557 1.745

Its charge is 0. For the frontier orbital gap (spin up / spin down), the calculation gives 8.8 / 7.0 eV. The HOMO energy (spin up / spin down) is -8.2 / -9.2 eV. Its multiplicity is 3. The expectation value of S² is 2.006.

Here are the Mulliken charges for atoms 1 to 4, given in e: Cl -0.175; S -0.059; P 0.166; C -0.603

=====

Entry 4:
A structure of composition C12H13AsBrNO5S4Tc. Source: the OMol25 dataset; level of theory: ωB97M-V/def2-TZVPD.

Atoms and positions in Å:
Tc -0.054 -0.351 0.115
Br -3.597 2.821 4.709
As -3.547 -1.258 -2.261
S -3.986 0.702 -2.176
S -0.978 -2.351 0.367
S -2.910 -2.253 -0.125
S -4.290 -2.801 -3.288
O -0.747 -0.232 -1.660
O -1.017 -1.445 -3.516
O 1.463 -0.740 1.255
O 1.019 1.692 -0.072
O 3.622 -1.295 1.637
N 1.733 -0.756 -1.335
C -1.539 1.033 3.942
C -1.019 0.470 1.675
C -0.306 -1.055 -2.629
C 2.333 1.549 -0.671
C -0.760 0.340 3.039
C 2.776 -1.479 -0.576
C 2.175 0.583 -1.807
C 1.109 -1.516 -2.444
C -2.040 1.308 1.211
C -2.835 1.990 2.123
C -2.568 1.854 3.476
C 2.688 -1.163 0.909
H 3.112 0.505 -2.362
H 1.078 2.230 0.729
H 3.055 1.206 0.066
H 3.784 -1.228 -0.895
H 0.049 -0.295 3.384
H -2.235 1.429 0.144
H 1.658 -1.432 -3.379
H -1.357 0.948 5.007
H 2.630 -2.555 -0.655
H 2.664 2.503 -1.069
H 1.411 0.976 -2.476
H -3.636 2.636 1.784
H 1.060 -2.569 -2.179

Its charge is +1. For the frontier orbital gap (spin up / spin down), the calculation gives 5.6 / 5.6 eV. The HOMO energy (spin up / spin down) is -11.9 / -11.9 eV.

Here are the Mulliken charges for atoms 1 to 4, given in e: Tc 0.091; Br -0.121; As 0.523; S -0.219

=====

Entry 5:
A structure of composition C27H34F6N3O5RhS2Te. Source: the OMol25 dataset; level of theory: ωB97M-V/def2-TZVPD.

Atoms and positions in Å:
Te -1.423 2.428 -2.040
Rh 0.537 -0.145 0.768
S 1.645 -1.073 3.721
S 2.476 1.411 2.839
F 2.159 -3.448 2.741
F 4.983 0.963 2.258
F 4.671 2.147 4.047
F 3.848 -2.467 3.682
F 3.192 -1.843 1.716
F 4.349 3.030 2.095
O 0.421 1.997 -2.758
O 1.716 2.531 3.286
O 1.326 -1.653 4.971
O 2.258 0.996 1.440
O 0.528 -0.902 2.779
N 0.254 0.876 -0.837
N 0.972 -1.829 -0.281
N 2.527 0.214 3.848
C -0.904 3.481 0.705
C 1.471 5.863 2.472
C 3.750 -3.221 -1.721
C -0.552 3.714 -0.629
C 0.739 5.127 1.390
C 0.964 1.129 -1.851
C -2.998 5.832 -4.076
C 4.250 1.918 2.817
C 1.573 -2.653 -0.804
C -2.612 5.803 -5.412
C 0.427 4.661 -0.984
C -0.740 2.552 -5.678
C -0.249 4.204 1.693
C 0.848 4.980 -2.395
C 2.348 0.699 -2.220
C -3.089 4.967 -1.760
C -3.026 6.896 -6.353
C -1.470 3.682 -4.997
C 2.787 -2.288 2.914
C 2.324 -4.946 -0.546
C -2.617 4.842 -3.188
C -1.870 4.718 -5.842
C 1.052 5.342 0.053
C 2.319 -3.723 -1.475
C 1.613 -4.043 -2.800
C -1.963 2.506 1.153
C -1.810 3.780 -3.642
H -3.431 4.019 -1.326
H 3.773 -2.451 -2.492
H -3.613 6.649 -3.716
H -4.112 6.948 -6.428
H -2.896 3.027 1.375
H -0.494 4.010 2.730
H -1.596 4.652 -6.889
H -1.652 2.013 2.078
H -2.194 1.726 0.426
H 1.124 4.089 -2.954
H 1.710 5.644 -2.372
H 2.801 -5.774 -1.071
H -2.676 7.866 -5.998
H 1.499 -3.151 -3.416
H 2.529 5.598 2.462
H 2.886 1.528 -2.677
H 2.301 -0.113 -2.948
H 1.313 -5.246 -0.276
H 2.882 0.357 -1.335
H -1.356 2.174 -6.495
H 0.057 5.484 -2.949
H -2.315 5.370 -1.103
H -3.948 5.633 -1.718
H -2.625 6.733 -7.351
H 0.188 2.919 -6.121
H 1.821 6.063 -0.198
H -0.493 1.727 -5.033
H 4.195 -2.824 -0.809
H 0.630 -4.479 -2.627
H 1.400 6.941 2.325
H 1.073 5.620 3.455
H 4.356 -4.061 -2.059
H 2.219 -4.764 -3.348
H 2.885 -4.745 0.366

Its charge is +1. For the frontier orbital gap (spin up / spin down), the calculation gives 7.9 / 7.8 eV. The HOMO energy (spin up / spin down) is -11.5 / -11.5 eV. Its multiplicity is 2. The expectation value of S² is 0.755.

Here are the Mulliken charges for atoms 1 to 4, given in e: Te 0.625; Rh 0.616; S 1.209; S 1.176

=====

Entry 6:
The ion C3H6NO2 with charge -1. Source: the OMol25 dataset; level of theory: ωB97M-V/def2-TZVPD.

Atoms and positions in Å:
O -1.754 1.447 0.369
O 2.765 -0.017 1.374
N -0.268 -0.062 -0.936
C 1.648 0.183 0.826
C 0.623 -0.717 -0.031
C -1.553 0.334 -0.290
H 1.225 1.126 0.971
H -1.816 -0.448 0.368
H 1.378 -1.328 -0.643
H -0.179 0.745 -1.588
H 0.214 -1.427 0.718
H -2.283 0.164 -1.140

Its charge is -1. Its SMILES is O=CCNC[O-]. For the frontier orbital gap, the calculation gives 6.5 eV. The HOMO energy is -2.4 eV.

Here are the Mulliken charges for atoms 1 to 4, given in e: O -0.849; O -0.579; N -0.265; C 0.098

=====

| no. | E (Ha) | maximum force (eV Å⁻¹) |
| --- | --- | --- |
| 1 | -474.688606 | 2.62 |
| 2 | -1895.047458 | 0.58 |
| 3 | -1238.956531 | 1.69 |
| 4 | -7379.110648 | 1.65 |
| 5 | -3363.563689 | 1.60 |
| 6 | -323.075703 | 4.74 |